(1)
Here is the molecule C9H11NO5 at a distorted geometry from the Open Molecules 2025 dataset. Energies are from ωB97M-V/def2-TZVPD.

Each line ends with the Löwdin charge.
Atoms and positions in Å:
C: 1.364 -1.537 -1.841  -0.05
O: 0.437 -0.741 -1.138  -0.10
C: 0.662 -0.302 0.114  -0.26
C: 1.426 -0.913 1.037  -0.04
C: 1.533 -0.443 2.326  -0.07
C: 0.881 0.723 2.763  -0.07
C: 0.182 1.415 1.790  -0.04
C: 0.114 0.938 0.484  0.01
C: -0.597 1.937 -0.673  -0.36
O: -1.454 2.838 -0.037  0.09
O: -1.248 1.255 -1.767  -0.07
C: -2.330 0.487 -1.437  -0.11
N: 0.529 2.584 -1.312  -0.32
O: 1.173 1.898 -2.103  0.11
O: 0.883 3.675 -0.945  0.13
H: 0.948 -2.065 -2.666  0.07
H: 1.768 -2.386 -1.251  0.09
H: 2.080 -0.753 -2.291  0.13
H: 1.736 -1.942 0.929  0.12
H: 2.025 -1.114 3.034  0.11
H: 0.734 1.005 3.821  0.11
H: -0.424 2.347 2.030  0.14
H: -1.535 3.521 -0.663  0.09
H: -2.996 0.367 -2.285  0.09
H: -2.997 0.974 -0.771  0.08
H: -2.045 -0.550 -1.158  0.11

ΔE to the lowest compared entry with this formula, charge and spin = 129.4 kcal/mol
HOMO energy = -8.9 eV
LUMO energy = -0.1 eV
Kohn-Sham gap = 0.3252 Eh


(2)
Here is a structure of composition C9H11NO5Tl at a distorted geometry from the Open Molecules 2025 dataset. Energies are from ωB97M-V/def2-TZVPD.

Each line ends with the Löwdin charge.
Atoms and positions in Å:
Tl: -1.553 0.744 -1.224  0.81
C: -3.223 -1.120 -1.079  -0.02
O: -3.678 -2.129 -0.803  0.18
C: -2.510 2.239 -3.444  -0.02
O: -3.027 2.763 -4.310  0.15
C: 0.516 -0.212 -3.050  -0.01
O: 1.211 -0.966 -3.558  0.12
C: -2.344 2.702 0.802  -0.03
O: -2.806 3.336 1.624  0.13
C: 1.763 2.866 -0.616  0.14
H: 1.599 3.194 0.437  0.12
H: 2.472 2.027 -0.776  0.12
C: 1.191 3.510 -1.645  0.15
H: 1.424 3.227 -2.693  0.12
H: 0.518 4.380 -1.475  0.13
C: 1.590 -2.907 0.998  0.09
N: 0.662 -2.066 1.757  -0.02
C: 0.307 -2.459 3.120  0.08
C: 0.085 -1.001 1.194  -0.19
O: 0.189 -0.723 -0.027  -0.08
H: 1.914 -3.707 1.672  0.13
H: 2.460 -2.311 0.692  0.15
H: 1.099 -3.328 0.110  0.15
H: 0.548 -1.643 3.819  0.15
H: -0.772 -2.683 3.198  0.16
H: 0.888 -3.347 3.384  0.13
H: -0.523 -0.387 1.894  0.18

ΔE to the lowest compared entry with this formula, charge and spin = 0.0 kcal/mol
Charge = +3
HOMO energy (spin up / spin down) = -19.6 / -19.9 eV
LUMO energy (spin up / spin down) = -15.3 / -15.1 eV
Kohn-Sham gap (spin up / spin down) = 0.1579 / 0.1789 Eh


(3)
Here is a cluster of 2 separate species, C9H11O3 in total at a distorted geometry from the Open Molecules 2025 dataset. Energies are from ωB97M-V/def2-TZVPD.

Each line ends with the Löwdin charge.
Atoms and positions in Å:
C: -1.431 2.533 -2.526  -0.06
C: -0.063 0.747 0.518  -0.01
C: -0.460 1.600 1.522  -0.33
C: -0.258 1.069 -0.817  -0.02
C: -0.901 2.267 -1.124  -0.28
C: -0.920 2.884 1.219  -0.03
C: -1.137 3.205 -0.110  -0.07
O: -0.203 1.224 2.811  0.04
H: 0.430 -0.181 0.778  0.09
H: -0.016 0.323 -1.549  0.11
H: -1.040 3.588 2.040  0.11
H: -0.803 1.647 3.441  0.10
H: -2.189 3.309 -2.517  0.06
H: -1.909 1.634 -2.917  0.08
H: -1.528 4.170 -0.428  0.10
H: -0.638 2.786 -3.221  0.07
C: 0.615 -2.515 -0.433  -0.07
C: 1.443 -3.874 -0.334  -0.81
O: 1.035 -4.778 -1.088  -0.11
O: 2.362 -3.869 0.506  -0.11
H: 1.292 -1.665 -0.383  0.04
H: 0.158 -2.564 0.560  0.06
H: -0.011 -2.535 -1.321  0.05

ΔE to the lowest compared entry with this formula, charge and spin = 29.8 kcal/mol
Charge = -1
HOMO energy = -3.8 eV
LUMO energy = 2.7 eV
Kohn-Sham gap = 0.2367 Eh


(4)
Here is a cluster of 2 separate species, C9H11O3 in total at a distorted geometry from the Open Molecules 2025 dataset. Energies are from ωB97M-V/def2-TZVPD.

Each line ends with the Löwdin charge.
Atoms and positions in Å:
C: -0.167 -0.178 4.490  -0.04
C: 0.652 -0.996 3.490  -0.74
O: 0.759 -0.525 2.328  -0.08
O: 1.048 -2.147 3.714  -0.05
H: -0.954 0.401 4.166  0.01
H: 0.348 0.645 5.052  0.07
H: -0.546 -1.078 5.195  0.11
C: -1.897 1.768 -3.951  -0.06
C: 0.480 -0.166 -0.882  -0.37
C: -0.642 0.488 -0.481  -0.05
C: 0.816 -0.326 -2.324  0.00
C: -1.409 1.122 -1.428  -0.09
C: 0.071 0.452 -3.216  -0.11
C: -1.087 1.121 -2.771  -0.29
O: 1.430 -0.597 -0.089  -0.01
H: 1.228 -0.844 0.951  0.10
H: -0.724 0.536 0.640  0.13
H: 1.694 -0.896 -2.757  0.11
H: -2.388 1.556 -1.162  0.11
H: 0.483 0.504 -4.211  0.09
H: -1.495 1.278 -4.917  0.08
H: -1.587 2.839 -4.131  0.08
H: -2.856 1.493 -4.008  0.00

ΔE to the lowest compared entry with this formula, charge and spin = 45.1 kcal/mol
Charge = -1
HOMO energy = -4.5 eV
LUMO energy = 3.3 eV
Kohn-Sham gap = 0.2855 Eh